# C2HBrF3I

A 2-piece molecular cluster, C2HBrF3I overall (wB97M-V/def2-TZVPD, the Open Molecules 2025 dataset).

HOMO energy (alpha / beta) = -10.331 / -9.328 eV
Electronic energy = -3248.041399 Eh
ΔE to the lowest compared entry with this formula, charge and spin = 1.500 eV

Geometry (Å):
C1 -0.66058 0.59825 -0.87486
C2 -0.01789 0.83196 0.43796
F1 0.92528 -0.06867 0.73084
F2 -0.89543 0.79721 1.47205
F3 0.54766 2.04517 0.47620
Br1 -0.95244 -1.10191 -1.45817
I1 2.03820 -4.53246 0.68911
H1 -0.98480 1.43045 -1.47314

***

# C2HBrF3NO

A 2-piece molecular cluster, C2HBrF3NO overall in a non-equilibrium geometry (wB97M-V/def2-TZVPD, the Open Molecules 2025 dataset).

HOMO energy (alpha / beta) = -10.243 / -10.243 eV
Electronic energy = -3080.244664 Eh
ΔE to the lowest compared entry with this formula, charge and spin = 4.447 eV

Geometry (Å):
C1 -0.02961 -0.45283 0.11668
C2 -0.09699 1.10753 -0.24024
N1 -0.23582 -0.91270 1.41559
O1 0.08954 -2.01780 1.74564
F1 0.73452 1.88790 0.42570
F2 0.13710 1.22985 -1.51635
F3 -1.32547 1.58713 -0.06979
Br1 1.68116 -1.25523 -0.88051
H1 -0.95441 -1.17386 -0.99672

***

# C2HBrN2O

One molecule with the formula C2HBrN2O in a non-equilibrium geometry (wB97M-V/def2-TZVPD, the Open Molecules 2025 dataset).

HOMO energy (alpha / beta) = -9.226 / -9.226 eV
Electronic energy = -2835.334780 Eh
ΔE to the lowest compared entry with this formula, charge and spin = 5.588 eV

Geometry (Å):
C1 0.26902 0.39477 0.00512
C2 1.58684 0.57932 -0.02609
N1 -0.53862 1.48778 0.03107
N2 1.38799 2.63938 -0.02740
O1 0.14350 2.59875 0.01467
Br1 3.19528 -0.22919 0.00476
H1 -0.26621 -0.53957 0.00051

***

# C2HBrN2O2

A 2-piece molecular cluster, C2HBrN2O2 overall in a non-equilibrium geometry (wB97M-V/def2-TZVPD, the Open Molecules 2025 dataset).

HOMO energy = -11.507 eV
Electronic energy = -2910.632819 Eh
ΔE to the lowest compared entry with this formula, charge and spin = 4.267 eV

Geometry (Å):
C1 -0.04545 0.84274 1.13922
C2 0.09958 0.34935 -0.19319
N1 -0.19341 1.18485 2.22953
N2 -0.12715 -1.11465 -0.39644
O1 0.65567 -1.72657 -1.07867
O2 -1.16812 -1.50246 0.08611
Br1 1.85172 1.04986 -0.88102
H1 -1.07284 0.91689 -0.90554